This record from the OMol25 dataset describes 9 unconnected molecules or ions with the total composition C30H67BF4NO16PS6 in a non-equilibrium geometry. The level of theory is ωB97M-V/def2-TZVPD.

For the HOMO energy, the calculation gives -0.36117 hartree. Its total energy is -152301.082 eV. The calculation puts the largest force on an atom at 1.96 eV Å⁻¹.

```
! wB97M-V def2-TZVPD RIJCOSX def2/J DEFGRID3
* xyz 0 1
N -3.548 -0.310 -1.678
H -4.459 -0.381 -1.235
H -3.525 -0.960 -2.474
H -2.737 -0.578 -1.109
H -3.324 0.659 -1.974
B -0.770 -0.250 -0.286
F -0.728 -1.249 -1.325
F -1.781 -0.662 0.607
F 0.465 -0.146 0.354
F -1.061 0.967 -0.958
C 1.949 -4.057 -0.504
C 2.122 -5.375 0.278
C 1.849 -4.995 1.735
S 2.738 -3.432 1.985
O 4.126 -3.765 2.184
O 1.984 -2.650 2.929
C 2.503 -2.894 0.303
H 0.899 -3.852 -0.732
H 2.442 -4.118 -1.478
H 3.169 -5.692 0.281
H 1.513 -6.147 -0.186
H 2.080 -5.704 2.527
H 0.775 -4.825 1.825
H 3.484 -2.576 -0.041
H 1.832 -2.037 0.360
C -0.270 -4.704 -3.384
C 0.370 -3.373 -3.765
C -0.469 -2.817 -4.899
S -2.188 -3.194 -4.436
O -2.843 -3.788 -5.570
O -2.776 -1.997 -3.870
C -1.740 -4.426 -3.192
H 0.207 -5.219 -2.549
H 0.046 -5.368 -4.201
H 1.441 -3.391 -3.956
H 0.235 -2.713 -2.893
H -0.297 -3.397 -5.810
H -0.332 -1.784 -5.209
H -2.486 -5.221 -3.170
H -1.919 -3.960 -2.217
C 4.626 -0.426 -3.440
C 3.166 0.070 -3.460
C 2.732 0.087 -2.010
S 4.174 0.634 -1.047
O 4.369 -0.322 0.013
O 4.104 2.044 -0.786
C 5.398 0.337 -2.382
H 5.119 -0.382 -4.411
H 4.618 -1.494 -3.184
H 2.599 -0.602 -4.104
H 3.134 1.054 -3.941
H 2.544 -0.968 -1.792
H 1.858 0.645 -1.682
H 6.308 -0.081 -1.969
H 5.564 1.339 -2.784
C -1.945 -5.048 0.501
C -1.965 -3.717 1.290
C -2.565 -3.878 2.677
S -3.371 -5.491 2.679
O -4.693 -5.414 2.110
O -3.202 -6.113 3.967
C -2.228 -6.200 1.453
H -1.067 -5.254 -0.106
H -2.797 -4.990 -0.182
H -2.531 -2.978 0.718
H -1.007 -3.193 1.329
H -3.322 -3.170 2.999
H -1.773 -3.929 3.421
H -2.672 -7.102 1.036
H -1.360 -6.527 2.030
C 0.133 0.960 4.520
C -0.803 1.607 5.567
C -2.215 1.014 5.486
S -2.279 -0.018 4.039
O -3.393 0.363 3.200
O -2.064 -1.391 4.441
C -0.727 0.595 3.325
H 0.684 0.106 4.909
H 0.867 1.754 4.369
H -0.920 2.660 5.321
H -0.390 1.554 6.574
H -2.860 1.847 5.185
H -2.759 0.584 6.323
H -1.066 1.478 2.779
H -0.399 -0.189 2.652
C 0.219 2.810 -4.335
C -0.129 1.394 -4.800
C -1.540 1.405 -5.360
S -2.438 2.518 -4.289
O -3.228 1.836 -3.287
O -3.082 3.494 -5.132
C -0.982 3.307 -3.518
H 0.425 3.536 -5.122
H 1.132 2.767 -3.740
H -0.107 0.720 -3.940
H 0.546 1.023 -5.572
H -2.107 0.476 -5.423
H -1.624 1.889 -6.333
H -0.921 3.003 -2.473
H -1.177 4.376 -3.522
C 1.768 8.254 2.420
C 2.249 6.821 2.219
O 1.556 5.933 3.126
P 0.261 5.143 2.612
O -0.628 5.806 1.660
O 0.869 3.755 2.137
C 0.402 3.161 0.910
C 1.155 3.778 -0.254
O -0.356 4.751 4.015
C -0.730 5.783 4.968
C -2.168 5.562 5.356
H 1.805 8.519 3.474
H 2.415 8.891 1.803
H 0.772 8.501 2.043
H 2.202 6.490 1.181
H 3.289 6.831 2.552
H 0.586 2.103 1.076
H -0.656 3.241 0.645
H 2.230 3.857 -0.124
H 0.937 3.220 -1.173
H 0.693 4.742 -0.490
H -0.012 5.657 5.784
H -0.575 6.795 4.582
H -2.794 5.510 4.465
H -2.284 4.602 5.873
H -2.572 6.267 6.084
*
```

Atomic partial charges in e from the Löwdin method, atoms 1 to 2: N 0.302; H 0.154